{
  "formula": "C13H12NOP",
  "method": "wB97M-V/def2-TZVPD",
  "fmax_ha_per_bohr": 0.072,
  "e_tot_ha": -973.7427,
  "orbital_gap_ev": [7.523, 7.533],
  "total_charge": 0,
  "molar_mass_g_mol": 229.22,
  "species": ["C", "C", "C", "C", "C", "C", "C", "C", "C", "C", "C", "C", "C", "N", "O", "P", "H", "H", "H", "H", "H", "H", "H", "H", "H", "H", "H", "H"],
  "positions_angstrom": [[-3.170, -1.510, -0.366], [2.439, -2.186, 0.162], [-3.717, -0.303, -0.819], [3.209, -1.066, 0.104], [-1.794, -1.596, -0.065], [1.074, -1.950, 0.169], [-2.896, 0.741, -0.982], [2.664, 0.198, 0.155], [-0.913, -0.511, -0.283], [0.475, -0.719, -0.078], [-1.456, 0.650, -0.814], [1.286, 0.412, 0.137], [0.331, 1.820, 3.173], [1.553, 2.688, -1.101], [-0.759, 1.790, -1.024], [0.538, 2.105, 0.035], [-3.927, -2.358, -0.094], [2.988, -3.098, 0.062], [-4.856, -0.275, -0.921], [4.279, -1.298, -0.147], [-1.440, -2.451, 0.472], [0.332, -2.742, 0.068], [-3.118, 1.728, -1.178], [3.292, 1.032, 0.021], [-0.487, 2.515, 2.853], [0.032, 0.663, 3.192], [1.756, 3.664, -1.196], [2.284, 2.057, -1.536]],
  "mulliken_charge": [-0.546, -0.803, -0.502, -0.359, -0.876, -0.421, -0.497, -0.711, 0.971, 0.735, 0.232, 0.083, -0.434, -0.462, -0.496, 0.230, 0.224, 0.399, 0.271, 0.280, 0.374, 0.240, 0.517, 0.621, 0.245, 0.192, 0.225, 0.270]
}